Here is a single C5H11NO molecule from OMol25. Energies are from wB97M-V/def2-TZVPD.

Each line ends with the Löwdin charge.
CARTESIAN COORDINATES (ANGSTROEM)
1 C 2.71873 -0.05136 0.46132  -0.12
2 N 1.54329 0.80309 0.11314  -0.09
3 C 0.31338 -0.00170 -0.02398  -0.43
4 C 0.19945 -0.70820 -1.36922  -0.06
5 C -0.89400 0.90382 0.28908  -0.12
6 C -2.20048 0.14663 0.35072  -0.27
7 O -2.33932 -1.04497 0.41384  0.05
8 H 3.58310 0.31645 -0.08099  0.07
9 H 2.54612 -1.09285 0.16642  0.07
10 H 2.87041 -0.01161 1.54153  0.07
11 H 1.79766 1.12075 -0.81605  0.09
12 H 0.35025 -0.77140 0.75204  0.14
13 H 0.18857 -0.05591 -2.24528  0.08
14 H 1.01235 -1.42575 -1.52051  0.07
15 H -0.72506 -1.28713 -1.41020  0.07
16 H -0.75400 1.44105 1.22586  0.12
17 H -0.99489 1.62338 -0.52365  0.12
18 H -3.03919 0.81122 0.66757  0.12

As for the SMILES: CN[C@H](C)CC=O.

---

Here is a single C5H11NO molecule from OMol25. Energies are from wB97M-V/def2-TZVPD.

Each line ends with the Löwdin charge.
CARTESIAN COORDINATES (ANGSTROEM)
1 C 0.49065 0.48943 -1.81314  -0.09
2 C 0.13244 -0.77040 -0.98968  -0.17
3 C -0.06737 -0.53734 0.55768  -0.37
4 C 1.21368 -0.82040 1.34853  -0.06
5 N -0.56069 0.80995 0.82079  0.03
6 C -1.90282 1.05531 0.91323  -0.35
7 O -2.75350 0.23508 1.18733  0.02
8 H -0.16328 0.62731 -2.67927  0.07
9 H 0.36065 1.41389 -1.23980  0.05
10 H 1.52719 0.50222 -2.15788  0.07
11 H -0.78344 -1.21969 -1.39600  0.11
12 H 0.91713 -1.53038 -1.10297  0.10
13 H -0.86636 -1.20647 0.89050  0.13
14 H 1.54395 -1.84681 1.15406  0.08
15 H 2.01531 -0.14050 1.03469  0.08
16 H 1.08760 -0.70923 2.43232  0.08
17 H -0.05024 1.53019 0.32588  0.10
18 H -2.14089 2.11783 0.71375  0.13

As for the SMILES: CC[C@@H](C)NC=O.

---

Here is a single C5H11NO molecule from OMol25. Energies are from wB97M-V/def2-TZVPD.

Each line ends with the Löwdin charge.
CARTESIAN COORDINATES (ANGSTROEM)
1 C 2.26873 -0.40334 0.58526  -0.09
2 C 1.07098 -0.48422 -0.32322  -0.49
3 N 1.55138 -0.77460 -1.69817  0.03
4 C 0.18396 0.73663 -0.26309  -0.16
5 C -1.31052 0.39581 -0.47265  -0.17
6 C -2.10475 0.01089 0.71688  -0.27
7 O -2.14501 0.71671 1.69326  0.05
8 H 2.88795 0.46019 0.30319  0.08
9 H 1.93982 -0.22160 1.62098  0.08
10 H 2.93773 -1.27448 0.54988  0.08
11 H 0.55676 -1.42716 -0.02108  0.14
12 H 2.07923 -1.63241 -1.72294  0.06
13 H 0.77629 -0.74223 -2.35037  0.06
14 H 0.45709 1.44191 -1.05722  0.12
15 H 0.29804 1.22220 0.70809  0.11
16 H -1.35817 -0.23605 -1.36908  0.11
17 H -1.81815 1.32052 -0.79541  0.13
18 H -2.59244 -0.96959 0.78945  0.12

As for the SMILES: C[C@H](N)CCC=O.

---

Here is a single C5H11NO molecule from OMol25. Energies are from wB97M-V/def2-TZVPD.

Each line ends with the Löwdin charge.
CARTESIAN COORDINATES (ANGSTROEM)
1 C 2.65897 0.49775 0.21157  -0.11
2 O 1.61261 1.01226 -0.57970  -0.14
3 C 0.65796 0.00652 -0.71730  -0.34
4 C -0.01481 -0.47717 0.58426  -0.15
5 N -1.23398 -0.62779 -0.19838  -0.21
6 C -2.49259 -0.46362 0.47467  -0.10
7 C -0.76238 0.39800 -1.13685  -0.11
8 H 3.30012 1.32233 0.52242  0.09
9 H 3.24902 -0.25012 -0.33941  0.09
10 H 2.24425 0.00441 1.10283  0.08
11 H 1.04542 -0.83204 -1.31512  0.16
12 H 0.33012 -1.36518 1.12664  0.12
13 H -0.05551 0.38738 1.27927  0.13
14 H -2.58508 0.51504 0.98187  0.08
15 H -2.59301 -1.25568 1.22539  0.08
16 H -3.30644 -0.57176 -0.24865  0.08
17 H -0.97276 1.42836 -0.79803  0.13
18 H -1.08191 0.27132 -2.17547  0.12

As for the SMILES: COC1CN(C)C1.

---

Computed values of max |F| (unit: eV/Å) for the preceding records, in sequence: 2.3; 0.6; 2.4; 0.3.
Computed values of energy above the lowest of the compared OMol25 structures with the same formula, charge and spin (unit: kJ/mol) for the preceding records, in sequence: 148.8; 64.7; 134.9; 237.0.